Molecular formula: C31H39IrN11O2
Method: DFT, ωB97M-V with the def2-TZVPD basis set

Geometry as XYZ:
```
84
Properties=species:S:1:pos:R:3:forces:R:3:lowdin_charge:R:1
Ir 0.90708 -1.12888 0.52018 -0.518 -0.350 0.224 1.33
C -1.52731 -3.25739 1.93221 0.009 0.073 -0.055 0.02
C -1.13849 -3.53570 0.52573 -0.033 -0.043 0.075 -0.33
N -0.25730 -2.84082 -0.18600 0.387 0.438 0.292 -0.08
C -0.17499 -3.42784 -1.43360 -0.013 -0.037 -0.097 -0.11
C -1.02134 -4.48349 -1.46801 0.078 0.028 -0.027 -0.02
N -1.61796 -4.54352 -0.22685 0.217 0.172 -0.062 0.01
C -2.62040 -5.51405 0.20012 -0.322 -0.153 0.256 -0.05
N -3.83306 -4.87150 0.58893 -0.022 0.062 -0.363 -0.08
N -4.25752 -4.93825 1.88179 0.144 -0.051 0.075 0.05
N -5.34529 -4.30245 1.99775 -0.298 0.036 0.291 0.09
C -5.70584 -3.77803 0.77324 0.568 -0.185 -0.522 -0.21
C -6.80791 -3.02085 0.37802 -0.107 0.011 0.028 0.01
C -6.85720 -2.62186 -0.93993 -0.131 0.014 0.092 -0.07
C -5.84612 -2.96239 -1.85432 0.137 -0.032 -0.010 -0.07
C -4.75259 -3.71717 -1.48454 0.115 -0.031 -0.146 -0.02
C -4.71261 -4.13445 -0.15629 -0.338 0.171 0.429 -0.17
H -0.87413 -2.47729 2.32456 -0.008 -0.045 0.064 0.04
H -1.43628 -4.14884 2.55390 -0.016 0.013 0.014 0.10
H -2.56218 -2.91963 2.00443 0.005 -0.026 -0.018 0.09
H 0.47454 -3.05276 -2.20515 0.003 -0.011 0.019 0.11
H -1.23068 -5.19541 -2.24794 -0.050 -0.002 0.031 0.14
H -2.27159 -6.06547 1.07277 0.036 -0.019 -0.040 0.15
H -2.78955 -6.21273 -0.61815 0.091 0.056 -0.068 0.15
H -7.59831 -2.78639 1.07761 0.028 0.058 0.011 0.12
H -7.69768 -2.03878 -1.29072 -0.017 -0.021 0.019 0.11
H -5.93265 -2.62893 -2.88000 -0.005 0.004 0.007 0.11
H -3.97106 -3.96294 -2.19293 -0.071 -0.051 -0.028 0.10
C 5.16727 -0.90535 -1.48163 0.484 0.032 -0.254 0.00
C 3.82261 -0.92876 -0.97311 -0.373 -0.032 0.034 -0.16
N 2.74855 -0.96098 -0.57653 -0.013 0.002 0.198 0.03
H 5.84904 -1.35381 -0.75857 -0.040 0.008 0.011 0.11
H 5.47537 0.12217 -1.67523 -0.031 -0.006 0.038 0.11
H 5.21953 -1.46794 -2.41464 -0.035 -0.012 0.036 0.11
C 1.58236 10.07806 -3.78602 0.004 0.082 -0.001 0.00
C 1.71354 8.60721 -3.80639 -0.016 0.053 0.003 -0.17
C 2.13269 7.91614 -4.96850 0.032 -0.145 -0.051 0.03
C 2.25110 6.55898 -4.97072 0.122 0.223 -0.214 0.05
C 1.92957 5.80562 -3.80657 0.064 -0.393 0.109 -0.17
N 2.08507 4.45586 -3.87431 0.183 0.754 -0.261 0.20
C 1.69421 3.40842 -3.00950 -0.403 -0.571 0.493 -0.46
O 2.35741 2.40418 -2.95871 0.067 0.146 -0.014 0.13
N 0.51479 3.60980 -2.34338 0.260 0.246 -0.232 0.16
C -0.10336 2.74028 -1.42803 -0.132 -0.365 0.299 -0.16
C -1.34543 3.10713 -0.90876 0.165 -0.024 -0.061 0.03
C -1.96490 2.28563 0.01109 -0.036 0.060 -0.042 -0.01
C -1.34523 1.11116 0.39404 -0.070 -0.107 0.080 -0.10
N -0.16236 0.74686 -0.10544 0.346 -0.103 0.114 -0.09
C 0.45453 1.53608 -0.99502 0.036 0.293 -0.275 -0.05
C 1.52912 6.48973 -2.62677 -0.125 0.196 0.202 0.02
C 1.43562 7.84936 -2.63472 -0.021 -0.216 0.041 0.03
H 1.75833 10.52419 -4.76066 -0.010 0.015 0.009 0.10
H 2.29054 10.50770 -3.06777 0.026 -0.037 -0.011 0.12
H 0.59258 10.36911 -3.42126 -0.010 -0.021 -0.028 0.12
H 2.35949 8.47685 -5.86559 -0.007 0.012 0.007 0.14
H 2.57265 6.04398 -5.86820 -0.020 -0.035 0.022 0.14
H 2.70961 4.12858 -4.60421 -0.143 -0.168 -0.050 0.18
H -0.03267 4.41423 -2.60511 -0.052 0.017 -0.028 0.14
H -1.81972 4.02950 -1.22350 -0.023 -0.002 0.020 0.13
H -2.92404 2.55298 0.43026 -0.005 -0.021 0.006 0.13
H -1.80566 0.44588 1.11196 0.024 -0.017 -0.002 0.12
H 1.40157 1.20665 -1.38607 0.051 -0.054 0.049 0.08
H 1.36668 5.94858 -1.70569 0.003 -0.038 -0.011 0.12
H 1.16641 8.37093 -1.72495 -0.002 0.020 -0.016 0.14
C 3.20401 -2.97189 2.17979 -0.049 0.120 -0.142 -0.06
N 2.54115 -2.84308 3.45977 -0.241 0.158 -0.158 -0.13
C 2.47289 -4.07508 4.24735 -0.023 -0.116 0.063 -0.02
C 1.67827 -1.81472 3.64583 0.091 -0.280 0.422 -0.47
O 1.22712 -1.10378 2.68900 -0.025 0.150 -0.764 -0.17
N 1.28430 -1.52540 4.89451 0.054 0.013 -0.200 -0.12
C 2.13691 -1.74701 6.05933 0.026 0.000 0.197 -0.02
C 0.13578 -0.65520 5.10553 -0.020 0.086 -0.023 -0.01
H 3.94891 -3.76049 2.25452 0.020 0.026 -0.015 0.11
H 3.70326 -2.03991 1.91834 0.011 -0.015 -0.020 0.08
H 2.50001 -3.24122 1.37935 0.051 -0.077 -0.016 0.07
H 2.15376 -4.89570 3.60058 0.002 0.022 -0.003 0.10
H 1.75553 -3.98052 5.05520 -0.002 -0.010 -0.039 0.09
H 3.44815 -4.32755 4.66327 -0.010 0.047 0.017 0.11
H 3.09820 -2.14929 5.75858 0.005 0.023 0.007 0.09
H 1.66850 -2.42383 6.77506 -0.010 -0.013 -0.046 0.11
H 2.30915 -0.79353 6.56103 -0.044 0.019 -0.053 0.11
H -0.57699 -0.78021 4.29520 -0.026 -0.014 0.046 0.08
H 0.42771 0.39590 5.15328 0.044 -0.023 0.021 0.10
H -0.33500 -0.93468 6.04587 -0.020 0.011 -0.007 0.11
```
Forces are in eV/Å.

Properties
HOMO energy (alpha / beta)	-14.4 / -14.4	eV
net charge	+3
spin multiplicity	5

---

Molecular formula: C31H39N4OS
Method: DFT, ωB97M-V with the def2-TZVPD basis set

Geometry as XYZ:
```
76
Properties=species:S:1:pos:R:3:forces:R:3:lowdin_charge:R:1
C 0.34841 -5.26731 0.26053 -0.212 0.020 0.167 -0.16
C 0.54504 -3.89667 -0.38142 -1.256 -0.379 -0.099 -0.30
N 1.83464 -3.36809 -0.21737 2.456 0.246 0.353 -0.03
C 2.83985 -4.18206 -0.20538 -1.052 -0.877 -0.324 -0.59
N 2.71241 -5.57831 -0.32064 0.650 0.587 0.646 -0.09
C 1.38220 -6.21696 -0.31702 0.231 0.403 -0.317 -0.16
C 3.85655 -6.48129 -0.56990 -0.148 0.477 -0.105 -0.17
C 5.13127 -6.03181 0.13755 -0.079 -0.085 0.332 -0.24
C 5.59221 -4.67955 -0.38539 0.465 -0.670 -0.426 -0.51
S 4.43354 -3.38799 0.00343 -0.911 0.283 0.243 0.96
H 0.48769 -5.18575 1.34516 0.058 0.055 -0.134 0.12
H -0.67503 -5.63716 0.10464 0.325 -0.002 -0.085 0.12
H 0.33915 -3.95884 -1.45734 -0.237 -0.142 -0.112 0.11
H -0.17219 -3.16994 0.02443 -0.095 -0.184 0.006 0.09
H 1.42127 -7.15757 0.24315 0.160 0.198 0.035 0.12
H 1.12854 -6.47273 -1.35058 -0.144 -0.072 -0.026 0.12
H 3.58635 -7.50074 -0.27282 -0.104 0.286 0.133 0.12
H 4.01729 -6.50923 -1.65147 0.208 -0.142 -0.096 0.12
H 4.92812 -5.94481 1.21215 0.003 -0.022 -0.112 0.12
H 5.92598 -6.78660 0.04175 -0.269 0.191 -0.248 0.12
H 6.56602 -4.39931 0.03022 -0.276 0.082 0.073 0.08
H 5.71313 -4.70911 -1.47150 0.082 -0.135 0.044 0.08
C -1.19024 4.77212 3.14395 0.183 0.061 -0.404 0.01
N -1.12286 3.38515 2.72300 -0.312 -1.600 0.339 0.00
C -1.56745 2.38743 3.55940 0.342 0.916 -0.713 -0.41
O -2.01789 2.52294 4.67798 0.284 -0.293 -0.580 0.10
C -1.44869 1.08274 2.79425 0.312 -1.154 -0.038 -0.13
C -2.82550 0.42774 2.67011 -0.240 -0.413 0.125 -0.08
C -3.80166 1.29775 1.94396 0.046 0.130 -0.124 -0.23
C -4.53367 2.26180 2.62117 0.115 -0.012 0.187 -0.03
C -5.39422 3.09653 1.93890 -0.064 0.191 0.136 -0.06
C -5.52517 2.98550 0.57038 -0.165 0.192 -0.196 -0.08
C -4.79570 2.03519 -0.11282 0.012 -0.029 -0.329 -0.08
C -3.93636 1.20002 0.56902 0.051 -0.008 0.089 -0.06
N -0.84869 1.41418 1.46527 0.128 -0.841 -0.293 0.09
C -0.54063 0.49087 0.51202 -0.897 2.094 2.634 0.02
C -0.02974 0.80600 -0.72608 0.608 0.041 -1.528 -0.06
C 0.24452 -0.12783 -1.70260 -0.361 0.633 1.245 0.06
C 0.75676 0.19333 -2.98686 0.382 0.221 -1.010 -0.20
C 0.96178 -0.82141 -3.94154 -0.168 0.213 0.530 0.00
C 1.45740 -0.52244 -5.18831 0.090 -0.010 -0.287 -0.05
C 1.76598 0.78815 -5.52183 -0.005 -0.211 -0.041 -0.04
C 1.57070 1.80262 -4.60057 0.029 0.259 0.024 -0.05
C 1.07274 1.51618 -3.35336 -0.095 -0.349 0.140 0.00
C -0.65510 2.90235 1.39530 0.005 0.566 -0.041 -0.32
C -1.46837 3.56469 0.26184 -0.052 0.168 -0.009 -0.09
C -0.65014 4.79135 -0.19799 -0.012 0.072 -0.038 -0.15
C 0.77846 4.64429 0.39517 0.085 0.097 -0.007 -0.15
C 0.81680 3.31477 1.17943 0.090 0.062 0.026 -0.08
H -1.59068 4.81464 4.15551 0.022 -0.218 -0.088 0.10
H -0.19926 5.22144 3.14242 0.072 0.085 0.010 0.09
H -1.84437 5.34240 2.48687 -0.050 0.070 -0.054 0.10
H -0.74632 0.42269 3.32099 -0.216 0.087 -0.001 0.17
H -2.74643 -0.53631 2.15795 0.135 0.046 0.052 0.12
H -3.21695 0.21552 3.67091 0.335 0.064 -0.031 0.14
H -4.39715 2.37664 3.68389 -0.081 -0.044 0.228 0.12
H -5.95860 3.84098 2.47585 -0.088 0.109 0.100 0.11
H -6.18574 3.64806 0.03448 -0.126 0.050 -0.069 0.11
H -4.88904 1.94905 -1.18228 -0.040 -0.017 -0.210 0.11
H -3.34008 0.48146 0.03299 0.028 -0.294 -0.206 0.11
H -0.71865 -0.54407 0.74493 -0.180 -0.250 0.390 0.15
H 0.15339 1.84091 -0.94452 0.017 0.120 -0.042 0.08
H 0.06051 -1.16399 -1.48205 -0.013 -0.440 0.073 0.11
H 0.72038 -1.83902 -3.68528 -0.022 -0.227 0.086 0.12
H 1.60615 -1.30868 -5.91100 0.019 -0.093 -0.064 0.11
H 2.15979 1.01799 -6.49902 0.038 0.013 -0.119 0.12
H 1.80997 2.82235 -4.85824 0.028 0.094 -0.042 0.11
H 0.92843 2.31770 -2.65254 0.006 0.222 0.109 0.10
H -1.63784 2.85708 -0.55372 0.044 0.093 0.116 0.11
H -2.45770 3.84128 0.63685 0.075 -0.110 -0.063 0.12
H -0.62533 4.86370 -1.29189 -0.020 -0.049 0.233 0.11
H -1.11711 5.71864 0.15645 0.120 -0.231 -0.083 0.11
H 1.54552 4.66714 -0.38806 -0.161 -0.042 0.181 0.11
H 1.00153 5.48622 1.06214 -0.055 -0.211 -0.166 0.11
H 1.30677 3.42133 2.15157 -0.042 -0.058 -0.134 0.13
H 1.36333 2.53468 0.64342 -0.091 0.115 0.004 0.11
```
Forces are in eV/Å.

Properties
energy above the lowest of the compared OMol25 structures with the same formula, charge and spin	2.1	kcal/mol
HOMO energy	-10.3	eV
net charge	+1

---

Molecular formula: C31H39N8NdO3SSi
Method: DFT, ωB97M-V with the def2-TZVPD basis set

Geometry as XYZ:
```
84
Properties=species:S:1:pos:R:3:forces:R:3:lowdin_charge:R:1
Nd -0.03431 0.81885 -0.31386 0.215 2.303 2.480 1.93
N 1.53150 -1.95988 -1.49945 -0.293 -0.193 -0.153 0.08
C 0.22461 -2.32981 -2.07947 0.166 0.130 -0.251 -0.30
C 0.21584 -2.93519 -3.49983 -0.058 0.038 -0.011 -0.12
C -0.89307 -2.47195 -4.46011 0.010 -0.038 0.215 -0.15
C -2.31804 -2.57296 -3.91563 0.155 -0.279 0.136 -0.12
N -2.63123 -3.93009 -3.41592 -0.015 0.244 -0.168 0.11
C -3.09475 -4.24624 -2.21052 0.067 0.074 0.125 -0.42
N -3.59153 -5.46953 -1.99194 0.026 0.073 -0.085 0.21
N -3.04262 -3.37237 -1.20945 -0.233 -0.404 0.045 0.24
C -0.49113 -1.00380 -1.91104 -0.480 -0.863 -1.251 -0.71
O -1.39856 -0.90825 -1.01979 -0.043 -0.580 -0.461 -0.15
O -0.02208 0.02667 -2.46415 -0.236 -0.738 -0.723 -0.10
H 2.02755 -1.37234 -2.15670 0.133 0.119 -0.068 0.09
H 2.10956 -2.77015 -1.31518 -0.005 -0.092 0.083 0.11
H -0.22963 -3.02294 -1.38149 -0.175 -0.151 0.139 0.13
H 0.15217 -4.02032 -3.40418 0.113 -0.029 0.062 0.11
H 1.18045 -2.72693 -3.95725 0.049 0.043 -0.146 0.12
H -0.83405 -3.07322 -5.36995 0.093 0.033 -0.013 0.12
H -0.72674 -1.43653 -4.76157 -0.045 0.019 0.008 0.12
H -3.03306 -2.32136 -4.69646 -0.048 -0.046 -0.054 0.14
H -2.49324 -1.86489 -3.11339 -0.051 0.042 0.079 0.11
H -2.63216 -4.66462 -4.10441 -0.030 -0.060 -0.077 0.16
H -3.77998 -6.09902 -2.75353 -0.031 0.026 -0.010 0.13
H -3.93489 -5.73747 -1.08568 0.047 0.005 0.020 0.13
H -2.50574 -2.52108 -1.25797 0.119 0.346 0.113 0.07
H -3.42345 -3.61782 -0.31079 -0.012 0.037 0.000 0.14
N 4.35112 2.00787 -0.70349 0.501 0.093 0.027 0.20
C 4.68789 0.87568 0.03140 0.104 0.250 -0.151 -0.17
C 5.91726 0.39158 0.46871 0.103 0.146 -0.088 0.00
C 5.88955 -0.77342 1.20111 0.008 -0.100 0.072 -0.06
C 4.67771 -1.42679 1.48768 -0.028 -0.002 0.000 -0.06
C 3.46595 -0.93418 1.04529 0.028 0.000 -0.029 -0.02
C 3.48021 0.24406 0.29597 -0.388 0.131 -0.098 -0.20
N 2.43457 0.99755 -0.28489 0.632 -0.354 0.427 0.03
C 3.01981 2.03338 -0.84929 -0.164 -0.053 -0.023 -0.27
C 2.27709 3.08063 -1.54431 -0.264 -0.406 0.229 -0.31
C 2.76457 4.17651 -2.16263 0.346 0.403 -0.191 -0.31
S 1.48172 5.08921 -2.80794 -0.023 0.263 -0.163 1.14
C 0.36615 3.95800 -2.21756 -0.096 0.042 -0.059 -0.44
N 0.90048 2.95916 -1.57543 0.100 -0.291 0.140 -0.04
H 4.99541 2.70339 -1.03933 0.023 0.011 -0.003 0.17
H 6.84959 0.90299 0.24985 -0.136 -0.058 0.027 0.12
H 6.81867 -1.19204 1.56969 -0.081 0.027 -0.028 0.12
H 4.69939 -2.33681 2.07713 -0.012 0.084 -0.057 0.11
H 2.54381 -1.44175 1.27605 -0.078 -0.041 0.034 0.09
H 3.79390 4.50129 -2.26845 -0.237 -0.065 0.005 0.10
H -0.70234 4.07913 -2.36543 0.202 -0.035 0.036 0.09
C -4.11622 3.14849 1.22066 -0.385 -0.012 0.307 -0.16
Si -2.43075 3.11529 0.47930 0.113 -0.372 -0.379 0.34
C -2.62764 2.30663 -1.23048 -0.213 0.175 0.136 -0.19
C -1.76885 4.84182 0.30846 0.030 0.495 0.050 -0.17
N -1.27377 2.03956 1.17916 0.223 -0.061 0.288 -0.25
C -0.63005 2.21946 2.40433 -0.351 0.057 -0.304 -0.30
C -0.87144 3.28294 3.29155 0.079 0.195 0.003 -0.02
C -0.11089 3.45585 4.43828 -0.085 0.042 -0.077 -0.06
C 0.92668 2.57946 4.74582 0.017 0.061 0.063 -0.07
C 1.15061 1.49218 3.91908 0.172 -0.067 0.053 -0.03
C 0.34906 1.30898 2.81007 0.170 -0.139 -0.021 -0.24
O 0.51024 0.13930 2.01130 -0.235 -0.330 0.393 -0.17
C 0.01786 -1.06929 2.56138 0.178 0.227 -0.013 -0.23
C -0.36259 -1.20303 3.88339 -0.259 -0.041 0.093 0.02
C -0.80344 -2.44507 4.33315 0.005 0.024 0.054 -0.04
C -0.84867 -3.54342 3.48589 0.010 -0.002 -0.032 -0.08
C -0.45067 -3.39032 2.16339 -0.086 -0.067 0.060 -0.07
C -0.02376 -2.15339 1.70314 0.077 -0.105 0.100 -0.05
H -4.81236 3.65445 0.53682 0.103 -0.092 0.166 0.05
H -4.14382 3.68180 2.17942 -0.031 -0.110 -0.172 0.04
H -4.47935 2.12772 1.39036 -0.013 0.176 -0.015 0.04
H -3.19517 2.94542 -1.91726 0.096 -0.086 0.079 0.06
H -3.18892 1.37606 -1.11491 0.022 -0.026 -0.076 0.04
H -1.69300 2.07358 -1.74692 0.024 0.022 -0.336 -0.04
H -2.23319 5.37930 -0.53191 0.110 -0.100 0.189 0.05
H -0.68291 4.83411 0.17282 -0.082 0.077 -0.003 0.02
H -1.97674 5.42712 1.21486 0.057 -0.070 -0.229 0.04
H -1.66226 3.99445 3.05585 0.173 -0.147 0.077 0.10
H -0.32181 4.29394 5.09525 0.019 -0.099 -0.080 0.12
H 1.53967 2.73224 5.62660 -0.068 -0.014 -0.098 0.11
H 1.93039 0.76939 4.13858 -0.079 0.034 -0.008 0.13
H -0.34878 -0.36175 4.55877 0.014 -0.002 0.005 0.12
H -1.10716 -2.54665 5.37070 0.042 0.014 -0.142 0.12
H -1.17593 -4.50926 3.85603 0.038 0.122 -0.040 0.11
H -0.45774 -4.24267 1.48901 0.025 0.098 0.070 0.11
H 0.32947 -2.04687 0.69367 0.111 0.020 -0.302 0.06
```
Forces are in eV/Å.

Properties
energy above the lowest of the compared OMol25 structures with the same formula, charge and spin	20.3	kcal/mol
HOMO energy (alpha / beta)	-11.9 / -11.9	eV
net charge	+2
spin multiplicity	4

---

| no. | DFT total energy (a.u.) |
| --- | --- |
| 1 | -2060.90079 |
| 2 | -1896.90627 |
| 3 | -3117.34408 |